52
Properties=species:S:1:pos:R:3:mulliken_charge:R:1 method="wB97M-V/def2-TZVPD" total_charge=0 homo_lumo_gap_ev=7.09 energy_ev=-30293.96206 lumo_energy_ev=0.1 homo_energy_ha=-0.25857
C -2.50 -3.94 0.13 -1.765
C -1.66 -2.66 0.06 0.477
C -2.06 -1.25 0.13 0.558
N -1.05 -0.58 0.10 0.057
C -0.06 -1.54 -0.13 -0.084
C 1.25 -1.06 0.02 0.579
C 2.22 -2.07 0.04 -1.598
C 3.61 -1.53 -0.30 -0.440
C 3.93 -0.18 -0.23 0.643
C 3.02 0.70 -0.04 -0.688
C 1.59 0.57 0.03 -0.993
H 0.76 1.21 -0.02 0.442
H 3.26 1.61 -0.13 0.775
C 5.42 0.28 -0.14 0.678
C 6.28 -0.45 -1.18 -1.029
C 7.55 -0.08 -0.97 -0.379
C 8.12 0.79 -0.21 -0.538
C 7.17 1.53 0.69 -0.331
C 5.98 1.32 0.58 -0.424
H 5.17 1.74 1.46 0.117
H 7.52 2.36 1.17 0.454
H 9.00 1.35 -0.14 0.378
H 8.29 -0.43 -1.72 0.218
H 5.87 -1.16 -1.54 0.799
H 4.40 -2.14 -0.48 0.560
H 2.12 -2.96 -0.17 0.661
O -0.44 -2.84 -0.02 -0.328
C -3.59 -0.67 0.21 -1.035
N -3.93 0.50 -0.03 0.640
C -3.19 0.88 -1.32 -0.462
H -2.26 1.55 -1.30 0.176
C -4.23 1.77 -2.32 -0.615
O -5.43 1.22 -2.26 -0.624
H -5.63 0.66 -1.43 0.389
H -4.33 2.72 -1.72 0.252
H -3.79 2.14 -3.18 0.532
H -3.01 0.02 -2.14 0.261
C -3.81 1.57 1.18 0.208
C -2.66 1.46 1.91 -1.186
H -1.83 1.39 1.44 0.337
H -2.48 2.24 2.65 0.368
H -2.92 0.64 2.80 0.266
C -5.24 1.51 1.69 -1.012
H -5.36 0.47 2.21 0.246
H -6.07 1.77 0.90 0.148
H -4.99 2.29 2.39 0.435
H -3.63 2.40 0.45 0.191
H -3.86 -1.12 1.31 0.261
H -4.22 -1.39 -0.50 0.138
H -2.04 -4.65 -0.31 0.597
H -2.83 -4.17 1.00 0.406
H -3.42 -3.80 -0.62 0.283

---

20
Properties=species:S:1:pos:R:3:mulliken_charge:R:1 method="wB97M-V/def2-TZVPD" total_charge=0 homo_lumo_gap_ev=8.56 energy_ev=-8930.72396 lumo_energy_ev=0.9 homo_energy_ha=-0.28220
C 0.51 -2.66 0.92 -0.940
C 0.90 -2.05 -0.42 -0.610
C -0.29 -1.60 -1.27 -0.773
C -1.14 -0.44 -0.75 0.649
C -1.96 0.16 -1.63 -1.164
N -0.75 0.29 0.41 -0.457
H -0.33 -3.53 0.67 0.245
H -0.15 -2.08 1.62 0.314
H 1.49 -2.85 1.31 0.293
H 1.75 -1.26 -0.32 0.291
H 1.42 -2.75 -1.07 0.353
H -0.21 -1.29 -2.30 0.451
H -0.99 -2.38 -1.43 0.357
H -2.38 -0.43 -2.30 0.411
H -2.23 1.23 -1.62 0.220
H -0.20 -0.06 1.17 0.170
H -0.62 1.30 0.24 0.190
H 2.74 5.37 1.89 0.287
H 1.36 5.68 1.54 0.325
O 1.93 5.07 2.08 -0.613

---

9
Properties=species:S:1:pos:R:3:mulliken_charge:R:1 method="wB97M-V/def2-TZVPD" total_charge=0 homo_lumo_gap_ev=9.96 energy_ev=-7268.82267 lumo_energy_ev=0.6 homo_energy_ha=-0.34230
C 1.60 -0.27 -0.15 -0.878
C 1.23 0.99 -0.24 0.704
O 0.88 2.10 -0.32 -0.371
C -1.80 -0.31 0.25 -0.126
O -1.46 -1.02 -0.67 -0.411
H -1.09 0.01 1.03 0.253
H 2.58 -0.53 0.23 0.243
H 0.89 -1.03 -0.48 0.325
H -2.84 0.06 0.35 0.262

---

16
Properties=species:S:1:pos:R:3:mulliken_charge:R:1 method="wB97M-V/def2-TZVPD" total_charge=0 homo_lumo_gap_ev=10.24 energy_ev=-7393.05434 lumo_energy_ev=0.8 homo_energy_ha=-0.34691
C 0.29 3.13 0.37 -1.189
C -0.06 1.73 0.01 -0.082
C 0.64 0.84 -0.68 -0.107
C 0.14 -0.49 -1.03 -0.223
C -0.97 -0.66 -1.75 -0.757
H -0.41 3.83 -0.09 0.284
H 1.32 3.42 0.12 0.323
H 0.34 3.27 1.46 0.301
H -1.04 1.45 0.39 0.343
H 1.54 1.17 -1.20 0.281
H 0.59 -1.37 -0.58 0.305
H -1.41 -1.63 -1.94 0.253
H -1.56 0.10 -2.25 0.271
H 0.64 -3.09 2.12 0.314
H -0.83 -3.50 2.32 0.326
O 0.09 -3.85 2.28 -0.642

---

9
Properties=species:S:1:pos:R:3:mulliken_charge:R:1 method="wB97M-V/def2-TZVPD" total_charge=0 homo_lumo_gap_ev=10.75 energy_ev=-8532.21842 lumo_energy_ev=0.6 homo_energy_ha=-0.37146
C 0.64 -0.43 -0.80 0.115
H -1.63 -0.70 1.04 0.194
H -0.40 -0.41 2.17 0.253
H 0.82 -1.60 -0.63 0.305
N -0.72 -0.54 1.10 -0.692
N -0.24 0.15 0.09 0.581
N 1.31 0.44 -1.56 -0.364
N 0.55 1.66 -1.10 -0.128
N -0.33 1.44 -0.31 -0.265

---

46
Properties=species:S:1:pos:R:3:mulliken_charge:R:1 method="wB97M-V/def2-TZVPD" total_charge=0 homo_lumo_gap_ev=9.26 energy_ev=-34709.76916 lumo_energy_ev=-0.3 homo_energy_ha=-0.35274
Ne -0.28 -0.08 0.42 0.026
O 2.40 1.20 -2.31 -0.615
H 2.23 0.27 -2.45 0.287
H 3.21 1.38 -2.78 0.266
O -1.97 -0.95 3.09 -0.656
H -2.48 -1.36 2.39 0.315
H -1.69 -1.67 3.65 0.284
O 1.19 3.23 -0.83 -0.680
H 1.68 2.64 -1.40 0.378
H 1.85 3.84 -0.50 0.299
O 1.64 -2.54 1.06 -0.614
H 1.97 -1.71 1.40 0.337
H 2.37 -3.15 1.16 0.294
O 2.68 2.16 1.28 -0.676
H 3.42 2.09 0.68 0.248
H 2.07 2.75 0.84 0.343
O 2.37 -0.37 2.67 -0.605
H 2.17 -0.22 3.60 0.300
H 2.54 0.50 2.32 0.333
O 1.47 -1.84 -1.74 -0.576
H 1.72 -1.93 -0.82 0.301
H 1.95 -2.53 -2.19 0.269
O -1.55 2.52 -0.43 -0.601
H -2.32 3.07 -0.52 0.301
H -0.81 3.12 -0.56 0.238
O -0.21 -4.59 -0.77 -0.602
H -0.12 -3.78 -0.28 0.302
H 0.67 -4.97 -0.76 0.287
O -3.60 0.07 -0.51 -0.578
H -3.79 0.35 -1.40 0.284
H -2.76 0.48 -0.31 0.271
O -1.35 -1.78 -2.54 -0.672
H -0.41 -1.88 -2.37 0.335
H -1.47 -0.83 -2.60 0.422
O 1.05 2.62 3.55 -0.679
H 0.22 2.30 3.19 0.469
H 1.69 2.47 2.86 0.334
O -1.37 0.92 -2.76 -0.655
H -1.42 1.57 -2.07 0.325
H -2.00 1.23 -3.42 0.299
O -1.22 1.73 2.51 -0.709
H -1.35 1.94 1.59 0.380
H -1.50 0.82 2.60 0.331
O -3.28 -3.03 -1.29 -0.646
H -2.90 -3.79 -1.72 0.291
H -2.69 -2.31 -1.52 0.413

---

81
Properties=species:S:1:pos:R:3:mulliken_charge:R:1 method="wB97M-V/def2-TZVPD" total_charge=+4 homo_lumo_gap_ev="3.01 / 3.01" energy_ev=-103783.51871 lumo_energy_ev="-13.9 / -13.9" homo_energy_ha="-0.62307 / -0.62309"
Pd 1.04 -0.09 -0.68 1.094
S 2.02 1.03 4.56 0.019
C 2.12 1.11 6.23 -0.197
C 1.37 0.14 6.89 -0.634
C 0.70 -0.68 6.01 -0.507
C 0.93 -0.35 4.65 0.272
C 0.40 -0.99 3.54 1.251
C 0.72 -0.50 2.19 -0.865
N 0.27 -1.00 1.10 0.658
C -0.61 -2.09 1.17 -0.298
C -0.96 -2.66 2.46 0.537
C -1.85 -3.80 2.50 -1.262
C -2.40 -4.30 1.39 -1.189
C -2.10 -3.72 0.09 0.370
C -2.70 -4.14 -1.05 -0.193
C -2.40 -3.49 -2.30 1.273
C -1.40 -2.40 -2.25 -1.208
N -0.82 -2.03 -1.18 -0.074
C -1.16 -2.62 0.03 -0.478
C -3.00 -3.84 -3.49 0.468
C -3.97 -4.88 -3.71 -0.441
C -4.37 -4.97 -5.00 -0.533
C -3.75 -4.01 -5.82 -0.137
S -2.68 -3.01 -5.02 0.008
C -0.45 -2.11 3.60 -0.266
H 2.74 1.87 6.69 0.479
H 1.33 0.06 7.97 0.472
H 0.06 -1.49 6.33 0.463
H 1.39 0.35 2.10 0.434
H -2.08 -4.23 3.47 0.529
H -3.08 -5.14 1.43 0.508
H -3.41 -4.95 -1.02 0.434
H -1.13 -1.90 -3.17 0.531
H -4.32 -5.54 -2.92 0.421
H -5.09 -5.69 -5.39 0.468
H -3.91 -3.87 -6.88 0.475
H -0.71 -2.54 4.56 0.466
O 2.10 0.99 -1.98 -0.491
S 3.47 1.20 -1.23 0.319
C 4.71 1.04 -2.45 0.835
C 4.55 0.24 -3.58 -0.170
C 5.61 0.17 -4.47 -0.780
C 6.78 0.88 -4.22 -0.456
C 6.91 1.68 -3.09 -0.666
C 5.86 1.78 -2.20 -0.400
C 3.42 -0.37 -0.34 0.848
C 2.85 -1.49 -0.98 0.175
C 2.83 -2.72 -0.30 -0.899
C 3.38 -2.82 0.95 -0.769
C 3.96 -1.70 1.57 -0.602
C 3.97 -0.47 0.94 -0.795
H 3.62 -0.27 -3.78 0.400
H 5.51 -0.42 -5.37 0.421
H 7.60 0.82 -4.93 0.432
H 7.82 2.24 -2.92 0.438
H 5.93 2.43 -1.34 0.418
H 2.63 -1.46 -2.04 0.299
H 2.43 -3.59 -0.80 0.564
H 3.40 -3.78 1.46 0.526
H 4.43 -1.81 2.54 0.541
H 4.44 0.39 1.40 0.561
F -2.98 5.79 -2.09 -0.271
C -3.10 5.31 -0.87 -0.109
C -3.84 6.00 0.03 0.350
F -4.40 7.11 -0.34 -0.245
C -4.03 5.53 1.39 0.098
C -3.35 4.30 1.72 0.016
C -2.63 3.63 0.80 0.300
F -2.01 2.49 1.17 -0.151
C -2.47 4.07 -0.55 0.591
C -1.73 3.34 -1.48 0.426
C -1.13 2.09 -1.22 0.463
N -0.53 1.11 -1.14 -0.669
C -1.48 3.75 -2.83 -0.473
N -1.21 4.08 -3.89 -0.420
F -3.42 3.82 2.94 -0.281
C -4.82 6.20 2.29 1.396
C -5.51 7.41 2.00 -0.239
N -6.12 8.37 1.82 -0.310
C -5.02 5.73 3.63 -0.195
N -5.20 5.39 4.71 -0.374

---

71
Properties=species:S:1:pos:R:3:mulliken_charge:R:1 method="wB97M-V/def2-TZVPD" total_charge=+3 homo_lumo_gap_ev=5.59 energy_ev=-138879.47648 lumo_energy_ev=-11.5 homo_energy_ha=-0.62736
Sc 0.28 -0.42 0.02 -1.378
P -1.61 -0.68 1.98 1.027
P 1.14 -2.93 -0.26 1.349
P -1.99 -0.95 -1.37 1.084
H -0.43 4.45 0.20 0.336
C -1.50 4.25 0.08 -0.622
C -2.23 3.77 1.10 -0.529
H -1.78 3.50 2.06 0.282
C -1.06 0.07 3.56 -1.269
C -1.82 -2.42 2.50 -1.373
C -3.34 -0.07 2.00 -1.119
C 2.18 -3.24 -1.73 -1.352
C 2.30 -3.41 1.07 -1.383
C 0.04 -4.39 -0.29 -1.195
C -3.05 0.55 -1.47 -1.081
C -3.19 -2.28 -1.01 -1.175
C -1.68 -1.26 -3.15 -1.319
H -1.95 4.46 -0.89 0.282
H -3.31 3.61 0.99 0.316
H -0.70 1.09 3.39 0.321
H -0.25 -0.51 4.02 0.390
H -1.91 0.11 4.25 0.506
H -0.84 -2.90 2.60 0.306
H -2.40 -2.98 1.76 0.311
H -2.33 -2.44 3.46 0.527
H -3.36 1.00 1.76 0.160
H -3.73 -0.21 3.02 0.539
H -3.98 -0.61 1.30 0.390
H 2.85 -4.08 -1.53 0.451
H 2.78 -2.35 -1.95 0.377
H 1.56 -3.47 -2.60 0.348
H 2.79 -4.36 0.80 0.537
H 1.77 -3.53 2.02 0.319
H 3.07 -2.63 1.19 0.366
H 0.64 -5.31 -0.26 0.469
H -0.56 -4.39 -1.21 0.365
H -0.64 -4.38 0.57 0.305
H -3.65 0.51 -2.39 0.486
H -2.42 1.45 -1.48 0.211
H -3.72 0.61 -0.60 0.354
H -3.84 -2.42 -1.88 0.474
H -3.81 -2.04 -0.14 0.367
H -2.66 -3.21 -0.80 0.216
H -2.64 -1.31 -3.68 0.495
H -1.15 -2.21 -3.28 0.348
H -1.06 -0.46 -3.57 0.330
C 1.38 1.87 -3.24 0.786
C 0.88 3.12 -2.87 0.145
C 1.00 4.23 -3.72 -0.666
C 1.59 4.09 -4.98 -0.462
C 2.07 2.83 -5.38 -0.734
C 1.95 1.72 -4.51 -0.487
Se 1.46 0.37 -1.95 0.298
H 0.29 1.16 -0.78 0.693
H 0.41 3.24 -1.90 0.076
H 0.63 5.21 -3.40 0.416
H 1.69 4.94 -5.65 0.420
H 2.54 2.70 -6.36 0.404
H 2.32 0.74 -4.82 0.357
C 2.98 2.26 2.66 -0.860
N 2.82 0.89 3.18 0.168
C 3.43 0.60 4.48 -0.851
C 2.19 -0.05 2.53 0.187
O 1.63 0.16 1.40 -0.297
H 4.03 2.45 2.45 0.364
H 2.65 2.97 3.43 0.351
H 2.38 2.40 1.76 0.206
H 3.19 -0.43 4.77 0.294
H 4.52 0.72 4.43 0.362
H 3.04 1.29 5.25 0.344
H 2.13 -1.05 3.01 0.338

---

95
Properties=species:S:1:pos:R:3:mulliken_charge:R:1 method="wB97M-V/def2-TZVPD" total_charge=-1 homo_lumo_gap_ev="6.41 / 6.22" energy_ev=-144629.73741 lumo_energy_ev="1.8 / 1.6" homo_energy_ha="-0.16942 / -0.16827"
Cd 0.87 -1.45 0.25 2.553
C 0.83 -1.55 -4.55 -1.672
C 0.91 -1.06 -3.13 0.522
N 0.30 -1.67 -2.14 0.673
N -0.31 -2.88 -2.52 -0.769
C -1.64 -2.96 -2.73 0.001
N -2.10 -4.25 -2.79 -0.434
S -2.59 -1.63 -3.06 -0.378
C 1.65 0.10 -2.83 -1.427
C 2.18 1.12 -3.77 -0.972
C 2.02 3.27 -3.23 -0.120
C 1.50 3.75 -1.93 -1.581
C 1.63 2.69 -0.93 0.559
N 1.70 0.61 -1.56 0.820
H -0.18 -1.89 -4.77 0.333
H 1.52 -2.38 -4.70 0.228
H 1.10 -0.75 -5.25 0.559
H 0.21 -3.71 -2.26 0.274
H -1.67 -4.94 -2.17 0.314
H -3.11 -4.29 -2.85 0.240
H 2.63 0.75 -4.69 0.963
H 2.39 4.06 -3.89 0.451
H 0.75 4.53 -1.87 0.437
H 1.69 2.97 0.12 0.741
C -0.38 5.50 1.26 -1.188
C -1.72 4.95 1.66 0.482
C -2.64 5.73 2.36 -0.723
C -3.87 5.22 2.76 -0.674
C -4.21 3.92 2.43 -0.838
C -3.32 3.14 1.70 -0.096
C -2.08 3.63 1.34 0.412
N -1.17 2.84 0.61 0.647
C -0.70 1.56 0.93 0.099
N -1.10 1.07 2.12 0.333
C -0.82 -0.16 2.80 1.217
C 0.00 -1.17 2.28 -1.321
C 0.18 -2.28 3.12 0.068
C -0.41 -2.40 4.37 -1.160
C -1.24 -1.39 4.82 -0.807
C -1.46 -0.25 4.05 1.363
C -2.39 0.82 4.56 -1.540
N 0.10 0.94 0.15 -0.573
C 0.55 1.46 -1.08 -0.089
C -0.51 1.66 -2.13 -0.287
C -0.27 2.01 -3.39 -1.464
C 1.08 2.24 -4.00 0.302
C 2.99 2.11 -2.91 -0.858
C 2.70 1.70 -1.45 0.441
C 3.89 1.37 -0.57 -1.314
H -0.24 6.50 1.67 0.445
H -0.27 5.56 0.18 0.197
H 0.42 4.86 1.63 0.242
H -2.37 6.75 2.62 0.367
H -4.55 5.84 3.32 0.385
H -5.17 3.51 2.72 0.424
H -3.60 2.13 1.41 0.511
H -0.63 3.31 -0.10 -0.225
H -1.73 1.68 2.62 -0.414
H 0.81 -3.09 2.77 0.414
H -0.24 -3.28 4.98 0.401
H -1.74 -1.47 5.79 0.261
H -2.77 0.55 5.55 0.365
H -3.26 0.94 3.91 0.286
H -1.90 1.79 4.65 0.347
H -1.53 1.48 -1.81 0.685
H -1.13 2.12 -4.05 0.369
H 0.97 2.49 -5.06 0.580
H 4.05 2.24 -3.14 0.385
H 4.82 1.35 -1.15 0.336
H 3.75 0.38 -0.12 0.067
H 4.00 2.11 0.22 0.343
Br -3.78 -0.75 0.88 -0.077
C -3.11 -2.50 1.24 -0.128
C -3.81 -3.29 2.14 -0.571
C -3.35 -4.58 2.32 -0.472
C -2.25 -5.02 1.60 -0.610
C -1.60 -4.12 0.76 1.141
N -2.03 -2.87 0.59 0.205
C -0.39 -4.55 -0.05 -0.593
O -0.55 -5.56 -0.76 -0.837
O 0.63 -3.83 0.04 -0.852
H -4.68 -2.91 2.65 0.477
H -3.86 -5.25 3.00 0.396
H -1.87 -6.03 1.68 0.491
C 5.04 -2.85 0.57 -1.630
C 3.74 -2.68 -0.23 0.787
C 4.06 -2.48 -1.71 -1.083
O 3.02 -1.61 0.28 -0.963
H 5.62 -3.71 0.22 0.370
H 4.80 -2.98 1.62 0.348
H 5.65 -1.95 0.47 0.336
H 3.18 -3.63 -0.15 0.046
H 4.73 -1.63 -1.85 0.197
H 3.14 -2.28 -2.27 -0.059
H 4.54 -3.37 -2.15 0.560

---

41
Properties=species:S:1:pos:R:3:mulliken_charge:R:1 method="wB97M-V/def2-TZVPD" total_charge=0 homo_lumo_gap_ev=8.38 energy_ev=-72262.96448 lumo_energy_ev=0.2 homo_energy_ha=-0.30180
N -1.78 -5.87 -0.35 -0.519
S -1.94 -4.69 0.84 1.229
O -3.31 -4.65 1.25 -0.653
O -0.91 -4.90 1.81 -0.663
C -1.56 -3.23 -0.11 0.231
C -0.26 -2.78 -0.11 -0.684
C 0.08 -1.67 -0.89 0.595
C -0.91 -1.04 -1.65 -0.280
C -2.21 -1.51 -1.62 -0.932
C -2.55 -2.62 -0.85 -0.654
H -3.55 -3.00 -0.80 0.454
H -2.96 -1.01 -2.21 0.399
H -0.65 -0.19 -2.26 0.526
N 1.41 -1.23 -0.85 0.047
C 1.97 -0.18 -1.50 0.529
O 1.41 0.54 -2.29 -0.613
C 3.45 0.01 -1.18 -0.875
H 4.05 -0.67 -1.79 0.445
H 3.73 1.04 -1.42 0.399
S 3.91 -0.35 0.54 -0.160
C 2.86 0.77 1.34 0.405
N 2.02 1.51 0.72 -0.422
N 1.32 2.31 1.54 0.283
C 1.57 2.18 2.87 0.240
S 0.82 2.93 4.11 -0.334
S 2.85 0.96 3.08 -0.133
C 0.37 3.17 0.94 0.378
C -0.30 2.70 -0.19 0.137
C -1.22 3.52 -0.81 -0.726
C -1.47 4.79 -0.32 -0.460
C -0.79 5.25 0.79 -0.707
C 0.14 4.45 1.42 -0.437
H 0.68 4.82 2.28 0.409
H -0.97 6.25 1.16 0.367
H -2.20 5.43 -0.81 0.389
H -1.74 3.16 -1.69 0.401
H -0.09 1.72 -0.57 0.271
H 2.01 -1.76 -0.23 0.163
H 0.47 -3.29 0.50 0.421
H -2.66 -6.32 -0.55 0.265
H -1.07 -6.55 -0.11 0.271

---

16
Properties=species:S:1:pos:R:3:mulliken_charge:R:1 method="wB97M-V/def2-TZVPD" total_charge=0 homo_lumo_gap_ev=7.91 energy_ev=-19231.00474 lumo_energy_ev=-0.7 homo_energy_ha=-0.31548
C -1.09 0.74 -1.28 -1.299
C -0.60 0.10 0.07 0.651
C -1.47 -0.76 0.89 -1.106
C 0.82 0.12 0.13 0.419
C 1.34 -0.71 1.38 -0.075
C 1.83 0.76 -0.82 -0.469
H -1.80 1.69 -1.23 0.238
H -0.35 0.93 -1.98 0.440
H -1.61 -0.02 -1.80 0.332
H -1.86 -1.54 0.20 0.244
H -2.27 -0.11 1.11 0.335
H -1.18 -1.04 1.97 0.396
H 0.62 -1.50 1.78 0.244
H 1.87 1.93 -0.95 0.268
O 2.48 -0.61 1.70 -0.431
S 3.27 0.02 -1.16 -0.186

---

9
Properties=species:S:1:pos:R:3:mulliken_charge:R:1 method="wB97M-V/def2-TZVPD" total_charge=+1 homo_lumo_gap_ev=10.00 energy_ev=-13451.45120 lumo_energy_ev=-4.3 homo_energy_ha=-0.52485
C 0.20 0.71 -0.18 -0.492
N -0.79 -0.40 -0.12 -0.341
S 1.99 0.07 0.03 -0.107
H 0.25 0.85 -1.34 0.311
H 0.00 1.50 0.57 0.377
H -0.75 -1.06 -0.83 0.332
H -1.77 -0.15 -0.15 0.368
H -1.00 -0.87 0.83 0.376
H 1.86 -0.66 1.19 0.176

---

16
Properties=species:S:1:pos:R:3:mulliken_charge:R:1 method="wB97M-V/def2-TZVPD" total_charge=0 homo_lumo_gap_ev=9.02 energy_ev=-9874.99012 lumo_energy_ev=0.8 homo_energy_ha=-0.30221
C -0.18 0.22 1.08 1.271
N 0.21 1.36 1.77 -0.534
C -0.91 0.49 -0.16 -0.387
C 0.19 -1.01 1.47 -1.133
C -1.61 -0.40 -0.86 -0.924
H -0.41 2.15 1.69 0.221
H 0.54 1.20 2.71 0.221
H -0.86 1.51 -0.50 0.261
H 0.74 -1.16 2.39 0.242
H -0.01 -1.88 0.89 0.205
H -1.71 -1.43 -0.55 0.302
H -2.12 -0.12 -1.77 0.269
O 1.31 -0.91 -2.05 -0.387
O 1.71 0.45 -2.16 -0.320
H 2.65 0.37 -2.37 0.310
H 0.47 -0.83 -1.56 0.382